Below is a molecular structure, C15H26FeNOP at a distorted geometry, with properties calculated with wB97M-V/def2-TZVPD.

For the HOMO energy (alpha / beta), the calculation gives -0.207 / -0.267 Eh. As for the spin multiplicity: 5. Its LUMO energy (alpha / beta) is 0.369 / -0.158 eV. The HOMO-LUMO gap (alpha / beta) is 6.002 / 7.118 eV.

Cartesian coordinates (Å):
1 C 0.445 -1.543 -3.049
2 C -0.599 -0.667 -2.762
3 C -0.580 0.129 -1.600
4 C 0.584 0.165 -0.822
5 C 1.575 -0.809 -1.045
6 C 1.524 -1.643 -2.170
7 C -1.859 0.833 -1.244
8 C -3.031 -0.166 -1.068
9 N -2.916 -0.982 0.106
10 Fe 1.342 1.650 0.279
11 C 2.696 -0.979 -0.054
12 P 2.231 0.045 1.445
13 H -1.455 -0.591 -3.439
14 H 2.331 -2.360 -2.337
15 H 0.421 -2.157 -3.951
16 H 3.663 -0.612 -0.437
17 H 2.831 -2.017 0.294
18 H -1.766 1.445 -0.340
19 H -2.156 1.522 -2.049
20 H -3.971 0.411 -0.967
21 C 3.707 0.026 2.463
22 C 1.081 -1.076 2.287
23 H -3.117 -0.825 -1.943
24 C -2.581 -2.370 0.023
25 C -3.025 -0.340 1.382
26 H 2.325 2.494 1.316
27 H -3.427 -2.949 -0.390
28 H -1.713 -2.531 -0.641
29 H -2.351 -2.742 1.033
30 H -4.010 0.159 1.463
31 H -2.931 -1.092 2.175
32 H -2.263 0.449 1.522
33 H 1.597 -2.021 2.507
34 H 0.755 -0.592 3.215
35 H 0.203 -1.273 1.659
36 H 4.231 -0.931 2.334
37 H 4.365 0.853 2.166
38 H 3.404 0.156 3.513
39 H 1.670 2.282 1.779
40 C 0.359 3.521 -0.836
41 C -0.016 2.916 0.475
42 O -0.935 3.124 1.241
43 H 0.421 2.786 -1.658
44 H 1.333 4.034 -0.754
45 H -0.390 4.272 -1.125

Below is 2 unconnected molecules or ions with the total composition C15H26N4O3S at a distorted geometry, with properties calculated with wB97M-V/def2-TZVPD.

As for the energy relative to the best compared isomer or geometry (same formula, charge and spin): 0.0 kcal per mole. As for the SMILES: CC[C@H](C)[C@H](NC(C)=O)C(=O)NC.Cc1ccsc1C(=O)NN. For the HOMO energy, the calculation gives -0.342 Eh. As for the spin multiplicity: 1. Its LUMO energy is 0.136 eV. The HOMO-LUMO gap is 9.436 eV.

Cartesian coordinates (Å):
1 C 1.627 1.126 -1.165
2 C 0.944 -0.054 -1.867
3 C -0.072 -0.836 -0.999
4 C 0.633 -1.470 0.218
5 C -0.802 -1.915 -1.848
6 N -1.611 -1.295 -2.915
7 C -1.249 -1.212 -4.196
8 C -2.238 -0.555 -5.128
9 O -0.182 -1.622 -4.629
10 C -1.625 -2.903 -0.993
11 O -1.162 -4.006 -0.736
12 N -2.855 -2.614 -0.542
13 C -3.619 -1.370 -0.635
14 H 2.231 1.670 -1.892
15 H 0.874 1.801 -0.760
16 H 2.284 0.778 -0.369
17 H 1.712 -0.739 -2.230
18 H 0.432 0.361 -2.734
19 H -0.807 -0.126 -0.621
20 H 1.149 -0.713 0.806
21 H -0.089 -1.948 0.878
22 H 1.356 -2.215 -0.117
23 H -0.027 -2.524 -2.317
24 H -2.515 -0.936 -2.666
25 H -1.848 -0.604 -6.144
26 H -3.187 -1.084 -5.078
27 H -2.369 0.485 -4.838
28 H -3.276 -3.375 -0.030
29 H -4.391 -1.362 0.136
30 H -4.107 -1.300 -1.609
31 H -2.974 -0.505 -0.480
32 C 1.999 -0.347 4.269
33 C 1.158 0.609 3.463
34 C -0.261 0.340 3.282
35 C -0.896 1.303 2.546
36 S 0.202 2.571 2.045
37 C 1.563 1.779 2.839
38 C 2.929 2.335 2.783
39 O 3.922 1.630 2.874
40 N 3.224 3.661 2.500
41 N 2.311 4.777 2.383
42 H 2.941 0.106 4.584
43 H 1.460 -0.654 5.170
44 H 2.221 -1.237 3.673
45 H -0.758 -0.536 3.690
46 H -1.953 1.288 2.301
47 H 4.230 3.837 2.474
48 H 1.842 4.798 1.474
49 H 1.632 4.800 3.149

Below is a molecular structure, C15H27BN2O3 at a distorted geometry, with properties calculated with wB97M-V/def2-TZVPD.

For the HOMO energy, the calculation gives -0.340 Eh. As for the spin multiplicity: 1. Its LUMO energy is 0.664 eV. The HOMO-LUMO gap is 9.921 eV.

Cartesian coordinates (Å):
1 O 0.393 -0.538 2.948
2 O -0.891 -0.856 -0.642
3 O -0.793 1.561 -1.267
4 B -1.216 0.506 -0.414
5 C -0.728 -0.231 3.345
6 N -1.640 -1.118 3.819
7 N -0.372 2.045 4.163
8 C -1.317 -2.505 3.857
9 C 2.210 0.718 -0.523
10 C 1.775 -1.744 -0.119
11 C -2.000 0.796 0.904
12 C 2.044 0.300 -3.529
13 C 1.965 -0.984 -2.602
14 C -1.472 0.536 -3.297
15 C 0.556 -1.660 -2.670
16 C 0.967 1.369 -3.183
17 C 1.597 -0.608 -1.098
18 C -1.091 1.643 1.849
19 C 0.096 -0.573 -1.631
20 C -0.302 0.795 -2.390
21 C -1.197 1.204 3.311
22 H -2.575 -0.867 4.145
23 H -0.620 3.004 4.056
24 H -0.429 1.809 5.124
25 H -2.037 -3.063 4.450
26 H -1.384 -2.918 2.848
27 H -0.310 -2.644 4.316
28 H 1.811 0.788 0.491
29 H 1.892 1.596 -1.053
30 H 3.288 0.731 -0.472
31 H 1.367 -1.385 0.822
32 H 1.263 -2.638 -0.406
33 H 2.838 -1.935 0.008
34 H -2.281 -0.174 1.363
35 H -2.906 1.310 0.551
36 H 1.902 -0.098 -4.581
37 H 3.078 0.749 -3.478
38 H 2.835 -1.648 -2.628
39 H -1.744 1.491 -3.764
40 H -1.195 -0.198 -4.066
41 H -2.356 0.200 -2.757
42 H 0.036 -1.559 -3.679
43 H 0.467 -2.709 -2.296
44 H 0.604 1.817 -4.084
45 H 1.383 2.189 -2.581
46 H -0.048 1.528 1.544
47 H -1.222 2.724 1.664
48 H -2.243 1.245 3.632

Below is 2 unconnected molecules or ions with the total composition C15H27F2N6O3 at a distorted geometry, with properties calculated with wB97M-V/def2-TZVPD.

The charge is +1. For the HOMO energy, the calculation gives -0.424 Eh. As for the spin multiplicity: 1. Its LUMO energy is -3.739 eV. The HOMO-LUMO gap is 7.805 eV.

Cartesian coordinates (Å):
1 C 0.866 4.153 2.971
2 C 0.867 3.886 1.480
3 N 1.086 2.530 0.849
4 C 2.331 1.732 0.534
5 N 3.623 2.099 0.811
6 N 4.050 3.273 1.406
7 C 4.723 1.128 0.359
8 C 4.618 -0.352 1.095
9 O 4.597 -0.550 2.423
10 O 4.488 -1.516 0.158
11 N 1.736 0.509 -0.133
12 C 0.228 0.630 -0.163
13 C -0.657 -0.572 -0.839
14 C -2.118 -0.837 -0.144
15 C -2.398 -2.394 0.304
16 F -2.935 -2.404 1.697
17 N -0.146 1.960 0.453
18 C -1.553 2.513 0.590
19 C -2.132 2.431 2.156
20 C -2.768 3.948 2.445
21 F -3.810 4.286 1.405
22 H 0.102 4.963 3.398
23 H 1.599 3.567 3.697
24 H 0.655 4.852 0.811
25 H 3.620 4.050 0.823
26 H 5.078 3.430 1.317
27 H 5.807 1.520 0.560
28 H 4.615 1.063 -0.827
29 H 3.539 -1.865 0.192
30 H -0.028 -1.574 -0.682
31 H -0.775 -0.465 -2.020
32 H -2.349 -0.160 0.788
33 H -2.933 -0.587 -0.979
34 H -3.265 -2.858 -0.372
35 H -1.446 -3.095 0.233
36 H -1.617 3.649 0.229
37 H -2.361 1.941 -0.059
38 H -2.923 1.571 2.303
39 H -1.182 2.231 2.845
40 H -1.918 4.775 2.354
41 H -3.191 4.032 3.533
42 C -1.535 -3.868 -4.375
43 C -2.361 -4.516 -3.300
44 O -3.578 -4.364 -3.228
45 N -1.717 -5.296 -2.383
46 C -0.308 -5.594 -2.300
47 H -2.183 -3.280 -5.030
48 H -0.796 -3.198 -3.927
49 H -1.038 -4.634 -4.978
50 H -2.338 -5.699 -1.690
51 H -0.186 -6.678 -2.370
52 H 0.054 -5.253 -1.327
53 H 0.267 -5.112 -3.091